{"formula": "C36H31AsClN2O5PRuS", "method": "ωB97M-V/def2-TZVPD", "lumo_energy_ev": [1.96, 1.95], "multiplicity": 2, "homo_energy_ev": [-4.5, -4.5], "charge": -1, "s_squared": 0.7608, "elements": ["Ru", "O", "C", "O", "C", "C", "C", "C", "C", "N", "C", "O", "O", "H", "H", "H", "H", "C", "C", "O", "H", "H", "H", "Cl", "S", "C", "N", "C", "C", "As", "C", "C", "C", "C", "C", "C", "C", "C", "C", "C", "C", "C", "P", "C", "C", "C", "C", "C", "C", "C", "C", "C", "C", "C", "C", "H", "H", "H", "H", "H", "H", "H", "H", "H", "H", "H", "H", "H", "H", "H", "H", "H", "H", "H", "H", "H", "H", "H", "H"], "positions_angstrom": [[-0.5886, 2.0321, 1.6620], [3.5983, 2.6847, 3.5887], [2.5166, 2.5483, 2.8009], [1.8068, 1.5717, 2.8425], [2.2824, 3.6719, 1.8787], [3.1251, 4.7675, 1.7668], [2.8104, 5.7332, 0.8210], [1.6973, 5.5551, 0.0212], [0.9042, 4.4317, 0.2175], [1.1821, 3.5211, 1.1325], [-0.3003, 4.1193, -0.6562], [-0.4498, 4.7505, -1.6934], [-1.0019, 3.1518, -0.2194], [3.6350, 1.8992, 4.1527], [3.9968, 4.8540, 2.3978], [3.4386, 6.6075, 0.7106], [1.4050, 6.2454, -0.7573], [-0.8595, 2.6305, 4.6903], [-0.5984, 3.2462, 3.3171], [-0.3407, 4.4262, 3.2652], [-0.7215, 3.4056, 5.4455], [-0.2032, 1.7807, 4.8711], [-1.8802, 2.2472, 4.7188], [-1.1253, 0.1025, 2.9162], [-2.8868, 2.3958, 1.8674], [-3.1109, 4.0401, 1.5686], [-3.3435, 5.1612, 1.4069], [-0.2851, -1.3433, -0.0067], [1.1066, -1.5033, 0.5716], [1.8214, -3.3416, 0.6667], [1.5144, -3.8113, -1.2115], [2.5376, -3.5012, -2.1028], [2.3753, -3.6884, -3.4678], [1.1880, -4.2091, -3.9587], [0.1664, -4.5377, -3.0787], [0.3274, -4.3363, -1.7159], [0.3099, -4.2532, 1.5074], [0.0786, -5.6073, 1.2798], [-0.9419, -6.2739, 1.9406], [-1.7442, -5.5939, 2.8451], [-1.5166, -4.2469, 3.0859], [-0.4946, -3.5800, 2.4249], [-0.5960, 0.4430, -0.3360], [0.5279, 0.6485, -1.7609], [1.6386, 1.4748, -1.6420], [2.5739, 1.5542, -2.6643], [2.4079, 0.7992, -3.8133], [1.3010, -0.0315, -3.9415], [0.3664, -0.1034, -2.9229], [-2.2346, 0.4341, -1.1135], [-3.2376, -0.3774, -0.5835], [-4.5208, -0.3375, -1.1056], [-4.8182, 0.5239, -2.1508], [-3.8316, 1.3557, -2.6603], [-2.5472, 1.3172, -2.1424], [-1.0275, -1.6707, 0.7231], [-0.4272, -1.9154, -0.9249], [1.1441, -1.0789, 1.5786], [1.8525, -0.9619, -0.0203], [3.4707, -3.0942, -1.7273], [3.1767, -3.4252, -4.1468], [1.0576, -4.3583, -5.0230], [-0.7665, -4.9389, -3.4547], [-0.4859, -4.5758, -1.0413], [0.6968, -6.1497, 0.5720], [-1.1119, -7.3259, 1.7464], [-2.5464, -6.1107, 3.3566], [-2.1412, -3.7008, 3.7814], [-0.3533, -2.5230, 2.6201], [1.7671, 2.0567, -0.7396], [3.4315, 2.2067, -2.5601], [3.1373, 0.8579, -4.6115], [1.1657, -0.6260, -4.8363], [-0.4972, -0.7508, -3.0303], [-3.0310, -1.0208, 0.2628], [-5.2918, -0.9672, -0.6797], [-5.8221, 0.5611, -2.5553], [-4.0641, 2.0559, -3.4526], [-1.7951, 2.0015, -2.5139]], "atomic_forces_ev_per_a": [[-0.249, 0.403, -0.621], [0.012, 0.159, -0.052], [-0.085, -0.569, 0.335], [0.242, 0.065, -0.046], [-0.057, 0.438, -0.374], [-0.160, -0.285, 0.072], [-0.110, 0.099, -0.138], [0.099, 0.055, 0.059], [-0.174, -0.016, -0.077], [0.443, -0.149, 0.255], [0.008, -0.068, 0.067], [0.039, 0.062, -0.030], [0.100, 0.099, 0.305], [-0.055, -0.042, -0.021], [-0.005, -0.033, 0.027], [-0.006, 0.007, -0.019], [0.019, 0.019, 0.005], [-0.065, 0.110, -0.044], [-0.167, -0.445, 0.162], [0.152, 0.379, -0.163], [-0.008, -0.003, 0.024], [0.047, 0.018, -0.021], [0.017, 0.004, -0.016], [0.135, -0.150, 0.062], [-0.299, -0.174, 0.022], [0.084, 0.016, 0.075], [-0.010, 0.033, -0.060], [-0.219, 0.070, 0.037], [0.160, -0.059, 0.071], [-0.019, -0.051, 0.036], [-0.061, 0.052, 0.022], [0.034, 0.030, 0.021], [0.029, -0.007, -0.023], [-0.005, -0.023, -0.029], [-0.005, 0.000, -0.037], [-0.044, 0.028, 0.058], [-0.008, 0.131, -0.003], [0.105, -0.044, -0.009], [-0.008, -0.042, -0.006], [-0.036, 0.022, 0.027], [-0.033, -0.013, 0.020], [0.015, -0.007, -0.030], [0.075, -0.068, 0.271], [0.050, 0.033, 0.044], [-0.042, -0.010, -0.003], [0.055, 0.014, -0.017], [-0.002, -0.020, -0.044], [0.006, 0.010, -0.040], [-0.014, -0.024, -0.027], [-0.100, -0.122, 0.103], [0.030, 0.031, -0.026], [-0.027, 0.001, -0.004], [-0.027, -0.007, -0.017], [-0.010, 0.023, -0.024], [0.017, 0.048, -0.003], [0.043, 0.024, -0.101], [0.027, -0.003, -0.025], [0.017, -0.003, -0.006], [-0.014, -0.055, -0.010], [0.000, 0.004, 0.000], [0.003, 0.003, -0.003], [-0.001, 0.003, -0.011], [-0.006, -0.003, -0.005], [0.003, 0.021, -0.033], [0.004, 0.002, 0.018], [0.000, -0.004, -0.003], [-0.001, -0.002, 0.005], [0.000, 0.003, 0.011], [0.032, -0.003, 0.033], [0.006, -0.010, 0.027], [0.010, 0.015, -0.003], [0.003, 0.000, -0.011], [0.011, -0.005, -0.012], [0.008, 0.007, 0.004], [0.020, -0.012, -0.014], [-0.010, -0.004, -0.007], [-0.007, 0.006, 0.004], [-0.009, 0.000, -0.005], [0.001, -0.009, -0.010]]}

=====

{"formula": "C45H58BI2KN6O6", "method": "ωB97M-V/def2-TZVPD", "lumo_energy_ev": [3.70, 3.70], "multiplicity": 1, "homo_energy_ev": [-1.3, -1.3], "charge": -2, "elements": ["K", "C", "C", "C", "C", "C", "C", "C", "N", "C", "C", "C", "C", "C", "C", "C", "C", "C", "C", "N", "C", "C", "C", "N", "C", "C", "C", "C", "C", "C", "C", "C", "C", "C", "C", "C", "C", "C", "N", "C", "C", "H", "H", "H", "H", "H", "H", "H", "H", "H", "H", "H", "H", "H", "H", "H", "H", "H", "H", "H", "H", "H", "H", "H", "H", "H", "H", "H", "H", "H", "H", "H", "H", "H", "H", "H", "H", "H", "H", "H", "H", "H", "H", "H", "H", "N", "C", "C", "C", "N", "H", "H", "H", "H", "H", "H", "H", "H", "H", "H", "I", "I", "O", "O", "O", "O", "O", "B", "O", "C", "C", "C", "C", "C", "C", "H", "H", "H", "H"], "positions_angstrom": [[-0.5449, 0.9423, 0.1941], [6.0914, 0.7539, -1.0282], [5.3507, -0.3034, -0.2032], [4.0760, 0.2365, 0.4044], [3.8535, 1.3703, 1.1776], [4.8736, 2.3614, 1.7325], [5.5500, 1.8805, 3.0102], [2.5008, 1.2902, 1.5697], [1.8754, 0.2392, 1.0711], [2.8165, -0.3991, 0.3139], [2.4802, -1.5572, -0.4587], [1.3045, -2.2506, -0.5827], [1.1129, -3.4107, -1.4895], [2.1779, -4.0871, -2.2557], [2.7820, -5.2343, -1.4227], [-0.2026, -3.7192, -1.3843], [-0.8046, -2.7502, -0.4534], [-2.2967, -2.5769, -0.3228], [-2.7531, -1.7516, 0.8649], [-2.0430, -0.8448, 1.5021], [-2.8814, -0.3526, 2.4991], [-2.5648, 0.5493, 3.4555], [-1.3331, 1.3457, 3.4480], [-0.1542, 0.9672, 3.0305], [0.6243, 2.1186, 3.0611], [1.8236, 2.2484, 2.4466], [-0.0955, 3.2407, 3.6964], [-1.3423, 2.7806, 3.9273], [-2.5067, 3.5477, 4.4158], [-2.9022, 3.2233, 5.8533], [0.3997, 4.6403, 3.7230], [-0.0963, 5.4916, 2.5190], [-4.2098, -1.0191, 2.4393], [-4.1321, -1.9166, 1.4255], [-5.1823, -2.7996, 0.8814], [-5.1823, -4.2177, 1.4230], [-5.3193, -0.7820, 3.4150], [-6.1280, 0.4725, 3.2013], [0.1100, -1.9196, 0.0185], [-1.0073, -4.8104, -2.0053], [-1.0827, -6.0204, -1.0327], [6.7874, 0.3065, -1.7475], [6.6965, 1.3753, -0.3631], [5.3801, 1.3822, -1.5822], [6.0305, -0.6599, 0.5755], [5.0742, -1.1543, -0.8434], [4.3510, 3.3273, 1.9459], [5.6184, 2.5723, 0.9737], [4.8016, 1.7507, 3.8108], [6.3336, 2.5489, 3.3691], [5.9725, 0.8827, 2.8713], [3.2585, -1.9721, -1.0759], [2.9427, -3.3866, -2.6090], [1.7408, -4.5015, -3.1731], [3.3157, -4.8445, -0.5372], [3.5225, -5.8236, -1.9725], [2.0390, -5.9504, -1.0994], [-2.7427, -3.5510, -0.1584], [-3.3430, 0.8154, 4.1709], [2.3194, 3.1988, 2.6068], [-3.3792, 3.3570, 3.8009], [-2.3132, 4.6287, 4.3907], [-3.1008, 2.1627, 5.9791], [-3.7968, 3.7436, 6.1940], [-2.0775, 3.4616, 6.5304], [1.4957, 4.5974, 3.8100], [0.1202, 5.1412, 4.6483], [0.2476, 5.0655, 1.5611], [0.3320, 6.5150, 2.6083], [-1.1787, 5.6251, 2.5091], [-5.0421, -2.7524, -0.2334], [-6.1580, -2.3823, 1.0603], [-4.2175, -4.6332, 1.1660], [-5.9525, -4.8337, 0.9373], [-5.2615, -4.2985, 2.4760], [-4.9103, -0.8310, 4.4405], [-5.9347, -1.6667, 3.3063], [-5.5860, 1.3554, 3.4899], [-7.0336, 0.4589, 3.8952], [-6.3955, 0.5698, 2.1614], [-0.4790, -5.1627, -2.9314], [-2.0069, -4.4090, -2.2634], [-0.1165, -6.3088, -0.6394], [-1.5382, -6.9060, -1.5087], [-1.7175, -5.8117, -0.1799], [1.2546, 2.4437, -1.6827], [0.6481, 3.5856, -2.3226], [-0.3126, 3.1985, -3.4404], [-1.6472, 2.5137, -3.1897], [-1.5253, 1.1847, -2.6349], [1.9374, 2.6428, -0.9547], [1.6705, 1.7391, -2.2875], [1.3695, 4.2840, -2.7821], [0.1206, 4.1739, -1.5494], [0.3034, 2.5522, -4.0848], [-0.5591, 4.1027, -4.0027], [-2.2437, 2.5540, -4.0798], [-2.2224, 3.1197, -2.4507], [-1.1211, 0.5016, -3.2542], [-2.4358, 0.8109, -2.3775], [-4.7709, 1.9430, -0.3174], [-6.4694, -0.1495, -1.4612], [-2.8586, -2.0957, -1.4943], [-3.5947, -3.1884, -2.1493], [-3.3683, 3.5707, 0.6899], [-2.1430, 3.2192, 0.5860], [2.9748, -0.3796, -3.0921], [1.5738, -0.5873, -2.8699], [0.9876, -1.0527, -4.0534], [1.9860, -1.0602, -4.9951], [1.9156, -1.4398, -6.3114], [3.0854, -1.3358, -7.0680], [4.2865, -0.9374, -6.5004], [4.3467, -0.5818, -5.1506], [3.1809, -0.6587, -4.4276], [1.0024, -1.7539, -6.7737], [3.0287, -1.6188, -8.1242], [5.1631, -0.9451, -7.1223], [5.3006, -0.3342, -4.7235]], "atomic_forces_ev_per_a": [[-0.084, -0.092, -0.305], [0.170, -0.017, -0.183], [-0.476, 0.422, -0.256], [0.406, -0.125, -0.240], [1.286, 0.348, 0.464], [-0.997, 0.258, -0.151], [-0.433, -0.499, 0.446], [-0.639, 1.495, 1.367], [0.311, -0.741, -0.962], [-1.031, -0.495, 0.410], [-0.211, -0.180, 0.169], [0.386, -0.206, -0.465], [-0.502, 0.847, 0.725], [-0.040, -0.830, -0.305], [0.998, 0.226, -0.025], [-0.389, -0.011, -0.049], [1.535, 1.015, -0.311], [0.365, -0.121, 1.294], [0.377, 0.721, 0.511], [-0.857, -0.847, -0.944], [-0.842, -0.076, 0.998], [0.427, -0.045, -0.815], [-0.146, 0.862, 1.065], [-0.924, 0.330, -0.128], [0.369, 0.339, 0.291], [0.497, -0.625, -0.498], [-0.176, -0.666, -0.647], [0.372, -0.966, -0.521], [-0.616, 0.438, 0.583], [0.315, -0.298, 0.434], [0.164, 0.361, 0.051], [1.037, 0.451, 0.274], [0.784, -0.184, -0.187], [0.447, 1.108, 0.716], [-0.243, 0.101, -1.135], [0.540, -0.315, -1.581], [0.590, -0.807, 0.073], [-1.187, -0.053, 1.274], [-1.442, -0.176, -0.192], [0.877, -0.794, -0.394], [-0.737, -0.116, -0.611], [-0.074, -0.038, 0.044], [-0.121, 0.158, -0.174], [0.214, -0.119, 0.164], [-0.045, -0.214, 0.018], [0.255, 0.187, 0.219], [0.419, -0.581, -0.196], [0.185, 0.133, -0.120], [0.212, 0.184, -0.234], [0.035, 0.100, -0.031], [0.153, 0.046, -0.115], [0.389, -0.022, -0.040], [0.082, -0.054, 0.239], [0.018, -0.056, 0.083], [-0.404, -0.079, -0.231], [0.061, 0.138, -0.233], [-0.382, 0.086, 0.150], [-0.087, -0.509, 0.008], [0.201, 0.026, -0.187], [0.114, 0.023, -0.112], [-0.118, 0.049, -0.450], [0.057, -0.202, -0.303], [-0.006, -0.241, -0.014], [-0.031, 0.220, -0.126], [-0.056, 0.044, 0.050], [-0.164, 0.276, -0.441], [-0.359, 0.034, 0.167], [-0.344, 0.082, 0.387], [-0.119, -0.499, -0.113], [0.041, -0.397, -0.055], [-0.184, -0.577, 0.743], [-0.435, 0.511, 0.126], [0.287, -0.537, -0.077], [0.155, 0.175, 0.153], [-0.315, 0.192, 1.203], [-0.135, 0.108, -0.268], [-0.548, -0.128, 0.153], [0.455, 0.456, -0.034], [0.825, -0.029, -1.092], [-0.400, 0.078, -0.278], [-0.488, 0.292, 0.534], [0.140, -0.227, 0.034], [0.349, -0.005, -0.018], [0.191, 0.269, -0.032], [-0.149, 0.286, 0.269], [0.322, -0.546, 0.571], [-0.406, 0.540, 0.400], [0.299, -0.287, -0.512], [-0.005, 0.511, 1.700], [-0.313, -0.358, 0.601], [-0.175, 0.173, -0.160], [-0.203, 0.422, -0.098], [0.079, -0.093, 0.048], [0.074, -0.241, -0.171], [-0.239, 0.064, -0.345], [0.239, 0.067, -0.122], [-0.283, 0.004, -0.940], [0.367, -0.318, -0.282], [0.182, -0.035, -0.370], [0.051, 0.017, 0.038], [-0.059, -0.078, 0.078], [0.207, 0.479, 0.153], [-0.217, 0.253, -0.520], [0.015, 0.125, 0.131], [-0.889, -0.163, -0.202], [0.812, -0.077, 0.018], [-0.694, 0.041, -0.256], [0.819, -0.328, -0.451], [0.143, 0.259, 0.241], [-0.196, -0.308, 0.001], [0.255, 0.359, -0.258], [-0.267, -0.349, -0.341], [-0.528, -0.105, 0.040], [0.250, -0.311, -0.401], [0.023, 0.237, 0.651], [-0.403, -0.149, -0.003], [0.167, 0.131, 0.377], [0.330, 0.162, 0.004], [0.087, 0.229, 0.369]]}

=====

{"formula": "C2H5NOS", "method": "ωB97M-V/def2-TZVPD", "lumo_energy_ev": 0.69, "multiplicity": 1, "smiles": "OC/C=N/S", "homo_energy_ev": -9.0, "charge": 0, "elements": ["O", "C", "C", "N", "S", "H", "H", "H", "H", "H"], "positions_angstrom": [[-0.8738, 1.4268, 1.2947], [-0.0689, 0.2349, 1.0471], [0.1933, 0.1834, -0.3976], [-0.1410, -0.8824, -0.9768], [0.1161, -0.9444, -2.7028], [-0.9478, 1.5249, 2.2741], [-0.5435, -0.6877, 1.2639], [0.8455, 0.2759, 1.6950], [0.6308, 0.9975, -0.8476], [0.7893, -2.1289, -2.6500]], "atomic_forces_ev_per_a": [[0.369, -0.857, 1.102], [0.426, 1.570, 1.330], [-0.602, -1.445, 0.851], [0.082, -0.627, -0.884], [0.422, -0.366, 0.414], [0.035, -0.076, -1.204], [-0.937, -0.731, 0.585], [-0.360, 0.094, -0.820], [1.000, 1.974, -1.286], [-0.435, 0.464, -0.088]]}

=====

{"formula": "C7H7N2S", "method": "ωB97M-V/def2-TZVPD", "lumo_energy_ev": -5.09, "multiplicity": 1, "homo_energy_ev": -13.2, "charge": 1, "elements": ["C", "C", "C", "C", "C", "C", "C", "N", "N", "S", "H", "H", "H", "H", "H", "H", "H"], "positions_angstrom": [[1.9039, 0.2537, 0.2524], [1.9087, -1.1078, 0.2616], [0.6534, 0.9873, 0.5054], [0.7965, -2.0373, 0.2147], [-1.1443, -0.6778, -0.5673], [-1.9245, 0.2860, 0.0704], [-0.2139, 1.8123, -0.1747], [-1.5428, 1.5911, 0.1808], [-0.3258, -1.6235, -0.1369], [-3.4064, -0.4673, 0.1436], [2.8011, 0.8639, -0.1076], [2.9333, -1.6594, 0.0463], [0.0240, 0.6935, 1.3638], [0.8807, -3.0737, 0.4800], [-1.1813, -0.5908, -1.6154], [0.0010, 2.3434, -1.1240], [-2.1635, 2.4063, 0.2068]], "atomic_forces_ev_per_a": [[0.260, 0.496, -1.093], [3.787, -0.399, -1.063], [-2.223, 0.746, 0.101], [0.103, 1.023, 0.753], [3.935, -3.308, 0.275], [-3.658, 2.271, 1.352], [3.246, -1.102, -0.598], [-0.633, -0.235, -0.411], [-3.591, 2.018, -0.731], [1.096, 0.591, 0.297], [-1.083, -1.204, 0.914], [-2.110, 1.352, 0.589], [1.134, -0.664, 0.080], [0.325, -0.449, 0.078], [-0.096, -0.105, -1.504], [-0.173, -0.083, 0.809], [-0.318, -0.947, 0.150]]}

=====

Energy above the lowest of the compared OMol25 structures with the same formula, charge and spin, respectively: 153.69; 329.95; 205.61; 390.17 kJ/mol.
Energy, respectively: -5406.71876; -3749.54612; -607.32850; -778.22731 a.u..